# C25H38N4PdSSi

A structure of composition C25H38N4PdSSi (ωB97M-V with the def2-TZVPD basis set, the Open Molecules 2025 dataset).

XYZ file:
```
70
Properties=species:S:1:pos:R:3:forces:R:3
Pd 0.310827 -0.280924 -0.068458 0.3 -0.4 0.3
N 2.049867 -1.045591 3.718715 0.0 -0.2 -0.1
C 1.928083 -0.735509 2.402081 0.1 0.0 0.0
S 1.005850 -1.894035 1.415971 -0.2 0.6 0.2
N 2.549400 0.339553 1.997556 -0.3 -0.3 -0.5
N 2.258386 0.593745 0.670971 0.0 -0.3 0.4
C 3.115699 1.192389 -0.047562 0.0 0.4 -0.6
C 4.482276 1.566719 0.412782 -0.1 0.0 0.0
C 5.349326 0.573144 0.855425 0.1 0.0 0.0
C 6.632024 0.901435 1.267654 0.0 0.0 0.0
C 7.054691 2.224726 1.252661 0.0 0.0 0.0
C 6.188847 3.221322 0.824698 0.0 -0.1 0.0
C 4.908704 2.889685 0.402728 0.0 0.1 0.1
C 2.676613 1.481243 -1.458741 0.3 -0.2 0.4
C 3.591461 1.983283 -2.369880 0.2 0.1 -0.2
C 3.188762 2.245081 -3.671169 0.2 0.0 0.1
C 1.879158 1.998707 -4.021895 -0.1 -0.1 0.0
C 1.033946 1.471879 -3.055007 0.0 0.0 0.0
N 1.408156 1.204488 -1.807468 -0.1 0.1 0.0
H 1.797545 -1.973078 4.011286 0.0 0.0 0.0
H 2.755318 -0.553381 4.241298 0.0 0.0 0.0
H 5.014391 -0.456245 0.869708 0.0 0.0 0.0
H 7.302074 0.121272 1.605123 0.0 0.0 0.0
H 8.056553 2.478711 1.573974 0.0 0.0 0.0
H 6.508154 4.255223 0.818060 0.0 0.0 0.0
H 4.227980 3.668994 0.078088 0.0 0.0 0.0
H 4.614942 2.151684 -2.064350 -0.1 0.0 0.0
H 3.895755 2.634176 -4.392852 0.0 0.0 0.0
H 1.508532 2.190679 -5.019043 0.0 0.0 0.0
H 0.004847 1.251074 -3.298040 0.0 0.0 0.0
C -1.886093 -3.697677 0.899976 -0.1 0.0 0.1
C -2.544733 -2.340056 1.207357 -0.1 -0.1 0.1
C -4.066571 -2.533657 1.056331 0.0 -0.1 0.1
C -2.274265 -2.023272 2.687884 -0.1 -0.1 0.1
Si -1.931359 -0.913104 0.066785 0.4 0.1 -0.2
C -2.571758 -1.192350 -1.744193 -0.1 0.0 -0.1
C -1.697258 -0.392942 -2.716008 0.0 0.0 -0.1
C -4.033756 -0.766074 -1.965864 0.0 -0.1 -0.1
C -2.430183 -2.659614 -2.170521 0.0 0.0 -0.1
C -2.461131 0.824475 0.754916 0.0 0.1 0.1
C -2.184722 1.911435 -0.299610 -0.1 0.1 0.0
C -1.625587 1.213147 1.992965 -0.1 0.1 0.0
C -3.942565 0.913027 1.152395 0.0 0.1 0.0
H -2.222847 -4.420653 1.653702 0.0 0.0 0.0
H -0.801502 -3.660434 0.951202 0.1 0.0 0.0
H -2.167305 -4.093442 -0.072453 0.0 0.0 0.0
H -4.389198 -3.331436 1.737108 0.0 0.0 0.0
H -4.351425 -2.839222 0.051040 0.0 0.0 0.0
H -4.637874 -1.640834 1.308683 0.0 0.0 0.0
H -2.525081 -2.906897 3.288268 0.0 0.0 0.0
H -2.895718 -1.203654 3.050103 0.0 0.0 0.0
H -1.229814 -1.780231 2.876970 0.0 0.0 0.0
H -1.824232 0.682520 -2.602007 0.0 0.0 0.0
H -1.968040 -0.649184 -3.748881 0.0 0.0 0.0
H -0.639809 -0.632857 -2.582640 0.0 -0.1 0.0
H -4.195879 0.291044 -1.760764 0.0 0.0 0.0
H -4.735145 -1.333039 -1.353113 0.0 0.0 0.0
H -4.308366 -0.935442 -3.015386 0.0 0.0 0.0
H -1.416928 -3.038091 -2.013856 0.0 0.0 0.0
H -2.649226 -2.739203 -3.242715 0.0 0.0 0.0
H -3.123342 -3.318587 -1.652508 0.0 0.0 0.0
H -1.145014 1.916040 -0.640782 0.0 0.0 0.0
H -2.379885 2.895277 0.144981 0.0 0.0 0.0
H -2.823784 1.821775 -1.176561 -0.1 0.0 0.0
H -0.553549 1.237851 1.785601 0.0 0.0 0.0
H -1.775763 0.545417 2.837565 0.0 0.0 0.0
H -1.918144 2.222569 2.312497 0.0 -0.1 0.0
H -4.621914 0.613659 0.353875 0.0 0.0 0.0
H -4.183097 1.951590 1.416291 0.0 0.0 0.0
H -4.165273 0.301670 2.027066 0.0 0.0 0.0
```
Positions in Å, forces in eV/Å.

energy above the lowest of the compared OMol25 structures with the same formula, charge and spin: 0.426 eV
orbital gap: 7.42 eV

Mulliken atomic charge list, values in e, 4 entries:
1. Pd -1.179
2. N -0.410
3. C 0.552
4. S -0.523

***

# C25H38N6O4

The molecule C25H38N6O4 (ωB97M-V with the def2-TZVPD basis set, the Open Molecules 2025 dataset).

XYZ file:
```
73
Properties=species:S:1:pos:R:3:forces:R:3
C -1.654162 4.164707 -0.123924 -0.3 0.2 0.1
O -0.503717 3.436168 -0.486569 0.5 -0.3 0.1
C 0.529483 3.331549 0.412737 -0.2 0.1 0.0
C 0.437123 3.801371 1.711601 0.0 0.1 -0.1
C 1.468032 3.622518 2.623962 0.1 0.0 0.1
C 2.613507 2.966676 2.226693 -0.1 0.0 0.2
C 2.736393 2.522798 0.921071 0.0 -0.1 -0.1
C 1.720659 2.694896 -0.025230 0.1 0.1 0.0
N 1.915014 2.254762 -1.312869 -0.1 -0.1 0.0
C 1.226153 2.736418 -2.480256 -0.2 0.1 -0.3
C 0.275449 1.654024 -3.010138 -0.1 0.1 0.1
N 0.810223 0.342160 -2.673428 0.3 0.0 -0.2
C 0.195529 -0.718076 -3.449434 0.0 0.0 -0.1
C 0.389287 -2.067570 -2.776252 0.2 0.4 -0.4
O 0.940754 -2.996194 -3.333889 0.0 -0.1 -0.3
N -0.046349 -2.146996 -1.492715 -0.1 0.1 0.7
C 0.023303 -3.429040 -0.803518 -0.2 -0.4 0.1
C -1.350351 -4.085309 -0.612300 0.2 -0.1 -0.1
C -1.175307 -5.378979 0.179314 -0.1 0.3 0.0
C -2.015932 -4.353746 -1.957852 0.0 0.2 0.2
C -0.733591 -1.108933 -0.810944 -0.1 -0.1 0.1
C -0.141567 -0.531142 0.290381 -0.1 -0.5 -0.6
N 1.137694 -0.869613 0.626720 -0.2 0.2 0.1
N -0.836837 0.325554 1.103755 0.1 0.1 -0.1
C -0.384262 0.702827 2.433213 -0.3 0.0 0.6
C -0.880406 -0.266997 3.516488 0.3 0.0 0.0
C -0.451436 0.267833 4.880129 -0.2 0.0 -0.2
C -0.362686 -1.686925 3.308191 -0.2 0.2 0.1
C -2.101078 0.775972 0.759514 0.1 -0.1 -0.2
O -2.718687 1.560694 1.446130 -0.2 0.2 0.3
N -2.598461 0.281023 -0.409039 -0.4 0.1 -0.2
C -2.045171 -0.704713 -1.229591 0.3 0.0 0.5
O -2.667437 -1.099527 -2.197028 -0.2 0.0 -0.2
C 2.257601 0.332080 -2.771937 0.0 0.1 0.0
C 2.837654 1.191390 -1.632843 0.2 0.0 0.0
H -1.406244 5.193107 0.157310 0.0 0.0 0.0
H -2.203077 3.678901 0.687757 0.1 0.0 -0.1
H -2.277485 4.178653 -1.017484 0.0 0.0 0.1
H -0.462434 4.297351 2.038360 -0.1 0.0 0.0
H 1.362232 3.993301 3.631248 0.0 0.0 0.1
H 3.428303 2.815207 2.919098 0.1 0.0 0.1
H 3.665211 2.065446 0.617383 0.1 0.0 -0.1
H 0.681865 3.648300 -2.257629 0.1 -0.1 -0.1
H 1.983863 2.971915 -3.239849 -0.1 0.0 0.0
H 0.146261 1.779671 -4.097797 0.0 0.0 0.0
H -0.702271 1.743792 -2.529469 0.0 0.1 -0.1
H -0.876428 -0.529885 -3.529641 0.0 0.0 0.0
H 0.611127 -0.788404 -4.467794 -0.1 -0.1 0.1
H 0.496954 -3.286412 0.173443 0.0 0.0 0.0
H 0.652909 -4.075181 -1.419255 0.0 0.0 0.2
H -1.986542 -3.402546 -0.035598 0.0 0.0 0.0
H -0.707767 -5.186157 1.143184 0.1 0.0 0.1
H -0.550512 -6.076211 -0.374116 0.1 -0.1 -0.1
H -2.140193 -5.848129 0.354067 -0.1 -0.1 0.0
H -2.949824 -4.892736 -1.816537 -0.1 -0.1 0.0
H -2.236361 -3.418844 -2.466277 0.0 0.0 -0.1
H -1.361737 -4.947339 -2.591920 0.1 -0.1 -0.1
H 1.655256 -0.211293 1.187099 0.0 0.0 0.0
H 1.651062 -1.272010 -0.143752 0.0 0.0 0.0
H -0.806139 1.689669 2.633438 0.2 -0.2 -0.1
H 0.701252 0.791387 2.463619 0.0 0.1 0.0
H -1.974254 -0.280550 3.471866 0.0 0.0 0.0
H 0.633671 0.310770 4.947752 0.2 0.0 0.0
H -0.819753 -0.378538 5.672276 0.0 0.0 0.1
H -0.846627 1.267360 5.040856 0.0 0.2 0.1
H -0.727323 -2.332493 4.103677 0.0 -0.1 0.1
H 0.724807 -1.706357 3.323584 0.1 -0.1 0.0
H -0.704418 -2.096252 2.360752 0.0 -0.1 -0.1
H -3.520514 0.611521 -0.671466 0.2 -0.1 0.1
H 2.600562 0.704910 -3.752312 0.0 -0.1 0.0
H 2.610846 -0.696799 -2.676338 0.1 0.0 0.0
H 2.991268 0.570185 -0.748687 0.0 0.1 0.0
H 3.816028 1.593028 -1.940993 0.0 -0.1 0.1
```
Positions in Å, forces in eV/Å.

energy above the lowest of the compared OMol25 structures with the same formula, charge and spin: 0.069 eV
orbital gap: 8.21 eV
SMILES: COc1ccccc1N1CCN(CC(=O)N(CC(C)C)c2c(N)n(CC(C)C)c(=O)[nH]c2=O)CC1

Mulliken atomic charge list, values in e, 4 entries:
1. C -1.148
2. O -0.038
3. C 0.795
4. C -0.672

***

no.,E_tot (eV)
1,-54695.6244
2,-43674.4237